Entry from the OMol25 dataset: a molecular structure, C32H22AuNO2P (ωB97M-V/def2-TZVPD).

```
! RIJCOSX wB97M-V def2-TZVPD def2/J DEFGRID3
* xyz 1 1
Au -1.53669 0.54183 0.85308
C 4.55663 -0.76216 1.33413
C 4.19729 -0.98078 0.01348
C 2.95936 -0.55737 -0.45233
C 2.08769 0.09390 0.41568
C 2.45691 0.32696 1.74137
C 3.68798 -0.10460 2.19964
P 0.51844 0.74749 -0.16506
C 0.13217 0.05381 -1.78795
C -0.29687 0.89646 -2.80978
C -0.71913 0.35641 -4.01563
C -0.72113 -1.01787 -4.20019
C -0.29202 -1.86071 -3.18226
C 0.13145 -1.33057 -1.97571
C 0.69712 2.52047 -0.30497
C 1.82014 3.17580 -0.73798
C 1.78690 4.57657 -0.87669
C 0.64604 5.27455 -0.58200
C -0.51990 4.62387 -0.11177
C -1.70681 5.31345 0.23608
C -2.78390 4.62964 0.71721
C -2.74655 3.22367 0.88718
C -1.61005 2.53886 0.56765
C -0.48159 3.22088 0.04241
H 5.52002 -1.09904 1.69328
H 4.88041 -1.48029 -0.66022
H 2.68556 -0.72799 -1.48439
H 1.78281 0.84862 2.41277
H 3.97474 0.07515 3.22677
H -0.30180 1.97008 -2.66827
H -1.04633 1.01233 -4.81074
H -1.05560 -1.43477 -5.14070
H -0.28389 -2.93243 -3.33047
H 0.47631 -1.99300 -1.19058
H 2.72351 2.62903 -0.98118
H 2.67046 5.09811 -1.21759
H 0.62770 6.35204 -0.69101
H -1.74271 6.38939 0.12156
H -3.69021 5.15901 0.97851
H -3.61672 2.70716 1.26665
O -5.22464 -1.02233 1.43365
C -4.06321 -0.78076 1.24391
O -3.55771 0.42388 1.17465
C -3.05078 -1.90884 1.12814
C -3.48711 -3.22145 0.90004
C -2.55456 -4.21360 0.81990
C -1.19701 -3.91886 1.08422
C -0.18766 -4.91018 1.10620
C 1.09394 -4.58765 1.45486
C 1.41372 -3.26538 1.83105
C 0.46137 -2.28563 1.80056
C -0.84723 -2.58481 1.38022
N -1.78095 -1.58643 1.30010
H -4.54821 -3.38892 0.78425
H -2.84065 -5.23396 0.59664
H -0.45507 -5.93045 0.86241
H 1.85909 -5.35137 1.47794
H 2.41725 -3.02528 2.15877
H 0.68172 -1.28192 2.13253
*
```

Properties
* HOMO: -11.35 eV
* orbital gap: 7.6 eV

Entry from the OMol25 dataset: 2 unconnected molecules or ions with the total composition C5H11NO2 (ωB97M-V/def2-TZVPD).

```
! RIJCOSX wB97M-V def2-TZVPD def2/J DEFGRID3
* xyz 0 1
C -0.09308 1.82652 0.22206
C -0.35258 -0.63001 1.24246
C 0.25736 -1.69923 -1.08388
C 0.48824 0.73457 -0.75622
C 0.14094 -0.59506 -0.07508
N -2.67495 -0.05636 -0.12852
O -3.44153 0.48098 -0.88892
O -2.96816 -0.32221 1.07641
H 0.24089 1.73956 1.21587
H 0.37457 2.87513 -0.04846
H -1.12762 1.91218 0.19484
H 0.13532 0.04559 1.84372
H -1.57297 -0.59096 1.25488
H -0.17230 -1.68411 1.59218
H 1.26175 -1.89395 -1.13629
H -0.35019 -2.53149 -0.79721
H -0.21671 -1.48569 -1.93915
H -0.00450 0.94069 -1.61638
H 1.47632 0.95136 -0.96147
*
```

Properties
* HOMO (spin up / spin down): -8.28 / -8.28 eV
* ΔE to the lowest compared entry with this formula, charge and spin: 165.8 kcal per mole
* orbital gap (spin up / spin down): 7.3 / 7.3 eV

Entry from the OMol25 dataset: 5 unconnected molecules or ions with the total composition C16H22F4N3O13 (ωB97M-V/def2-TZVPD).

```
! RIJCOSX wB97M-V def2-TZVPD def2/J DEFGRID3
* xyz -1 1
C -0.73843 3.38024 -0.10602
C -1.52339 4.11872 0.91945
O -0.94711 4.57653 1.86659
N -2.87959 4.28433 0.75974
C -3.20258 5.69186 0.58479
N -3.39510 3.42955 -0.29059
C -4.81069 3.45339 -0.29470
N -5.32788 2.06650 -0.53433
H -0.06508 4.03982 -0.62722
H -1.35030 2.88544 -0.84096
H -0.16716 2.62311 0.40101
H -2.95162 6.05737 -0.41489
H -4.23296 5.89509 0.81157
H -2.62163 6.26634 1.29658
H -5.25118 3.81130 0.63799
H -5.16487 4.06000 -1.15330
H -6.34556 2.10460 -0.50970
H -5.07663 1.81044 -1.48040
C 2.20027 -0.49440 -0.35794
C 0.88645 -0.52357 -1.09712
O 1.24022 0.01150 -2.37134
C 2.54635 -0.28718 -2.58311
O 3.09814 -0.22484 -3.63318
O 3.14167 -0.68803 -1.43184
F -0.05248 0.25991 -0.52709
H 2.38400 0.46855 0.12002
H 2.28246 -1.28110 0.38246
H 0.46170 -1.51712 -1.23064
C -3.89964 -2.49909 -1.45266
C -3.51095 -3.08552 -2.78913
O -2.09347 -3.08174 -2.72487
C -1.74902 -3.17573 -1.41110
O -0.65885 -3.42490 -1.01169
O -2.81763 -2.93604 -0.61826
F -3.91260 -2.31342 -3.82424
H -3.92408 -1.40882 -1.47722
H -4.85030 -2.87163 -1.08102
H -3.85902 -4.10712 -2.95401
C 0.21792 -4.83130 2.56344
C -0.35541 -4.20092 3.81021
O 0.47165 -3.06634 3.98883
C 0.92086 -2.69871 2.75230
O 1.41159 -1.65473 2.49003
O 0.70861 -3.69281 1.85573
F -0.23791 -5.01552 4.89015
H 1.04660 -5.50142 2.79789
H -0.52130 -5.36552 1.97212
H -1.39341 -3.87821 3.71859
C 6.22465 -0.12332 -0.76931
C 7.33037 -0.42360 0.21153
O 7.55632 0.83237 0.81995
C 6.37521 1.52727 0.76462
O 6.13936 2.49926 1.39322
O 5.51933 0.93129 -0.10542
F 8.46949 -0.82791 -0.41014
H 6.61351 0.24142 -1.72078
H 5.57254 -0.97149 -0.95358
H 7.06857 -1.15408 0.97894
*
```

Properties
* HOMO: -1.58 eV
* orbital gap: 3.4 eV

What max |F| values result from the calculations? In sequence: 0.67; 6.13; 2.46 eV/A.
What energy values result from the calculations? In sequence: -52103.03001; -10942.07906; -58905.32538 eV.